Record 1
Here is C27H37ClN6OPdSTe as an isolated structure from OMol25. Energies are from the ωB97M-V functional and the def2-TZVPD basis.

```
! RIJCOSX wB97M-V def2-TZVPD def2/J DEFGRID3
* xyz 1 2
Pd -0.67 1.59 0.40
Cl -1.59 4.06 1.70
C -0.08 3.31 1.17
H 0.59 3.20 2.02
H 0.34 3.88 0.36
C -1.92 1.68 -3.44
C -1.68 1.64 -1.97
O -0.92 2.52 -1.44
N -2.19 0.75 -1.13
Te -2.90 -0.96 -1.80
C -4.98 -0.65 -2.15
C -5.68 0.56 -2.13
C -5.12 1.91 -1.74
C -7.02 0.53 -2.49
C -7.68 -0.62 -2.86
C -9.13 -0.61 -3.25
C -6.96 -1.81 -2.86
C -5.62 -1.85 -2.52
C -4.91 -3.18 -2.54
C -2.98 -1.93 0.06
C -2.32 -3.16 0.15
C -1.59 -3.80 -1.01
C -2.35 -3.83 1.37
C -3.03 -3.32 2.47
C -3.01 -4.05 3.78
C -3.70 -2.11 2.33
C -3.69 -1.39 1.14
C -4.46 -0.10 1.08
H -1.60 2.64 -3.84
H -2.97 1.51 -3.68
H -1.32 0.90 -3.92
H -4.14 1.86 -1.30
H -5.79 2.38 -1.02
H -5.09 2.56 -2.61
H -7.57 1.47 -2.47
H -9.57 0.38 -3.12
H -9.70 -1.32 -2.64
H -9.25 -0.91 -4.29
H -7.45 -2.74 -3.14
H -5.58 -3.96 -2.88
H -4.55 -3.46 -1.55
H -4.05 -3.18 -3.23
H -2.28 -4.06 -1.82
H -1.13 -4.73 -0.69
H -0.81 -3.15 -1.40
H -1.83 -4.78 1.45
H -2.96 -5.13 3.63
H -3.90 -3.83 4.36
H -2.14 -3.76 4.36
H -4.26 -1.72 3.17
H -4.71 0.23 2.09
H -5.39 -0.22 0.54
H -3.89 0.69 0.60
S 1.72 0.85 0.10
C 0.93 -0.32 -0.78
N 0.28 -1.08 -1.37
C -2.78 -1.32 6.05
C -2.17 0.04 6.36
C -3.07 1.18 5.90
C -0.76 0.16 5.80
N -0.72 0.16 4.33
C -0.85 1.17 3.48
N -0.73 0.68 2.27
N -0.55 -0.66 2.39
N -0.56 -0.97 3.63
H -3.78 -1.40 6.48
H -2.17 -2.13 6.45
H -2.87 -1.47 4.97
H -2.04 0.13 7.45
H -3.29 1.10 4.83
H -2.63 2.16 6.09
H -4.03 1.14 6.42
H -0.13 -0.67 6.11
H -0.28 1.09 6.12
H -1.01 2.20 3.74
*
```

Values from the calculation:
Lowest unoccupied orbital energy (alpha / beta) = -0.113 / -0.160 hartree
⟨S²⟩ = 0.76
Orbital gap (alpha / beta) = 7.854 / 6.992 eV
Relative energy (zero: lowest compared OMol25 entry of this formula, charge and spin) = 0.00 kJ/mol

=====

Record 2
Here is a 2-piece molecular cluster, C27H37F6N2O2Si overall at a distorted geometry from OMol25. Energies are from the ωB97M-V functional and the def2-TZVPD basis.

```
! RIJCOSX wB97M-V def2-TZVPD def2/J DEFGRID3
* xyz 1 1
C -2.14 2.46 0.00
C -0.84 2.37 -0.66
C -0.46 1.46 -1.73
C -0.12 3.57 -0.66
O 1.09 3.64 -1.21
Si 2.55 4.43 -0.78
C 3.69 3.73 -2.06
C 2.43 6.29 -0.90
C 2.99 3.90 0.95
O -0.71 4.66 -0.22
C -0.75 5.88 -1.05
H -2.66 1.50 0.00
H -1.99 2.79 1.04
H -2.79 3.21 -0.49
H -1.11 0.58 -1.76
H -0.50 1.96 -2.72
H 0.57 1.12 -1.59
H 4.72 4.05 -1.85
H 3.68 2.63 -2.07
H 3.43 4.08 -3.06
H 3.46 6.66 -0.79
H 2.05 6.63 -1.87
H 1.83 6.76 -0.10
H 3.93 4.40 1.22
H 2.23 4.20 1.68
H 3.14 2.82 1.02
H -0.31 6.67 -0.45
H -0.21 5.76 -2.01
H -1.81 6.05 -1.24
C 3.61 -3.91 -2.39
N 3.86 -2.77 -1.53
C 5.26 -2.38 -1.37
C 5.82 -3.13 -0.19
F 7.12 -2.83 0.09
F 5.07 -2.86 0.93
F 5.73 -4.49 -0.39
C 2.83 -2.12 -0.94
C 2.93 -0.77 -0.50
C 1.83 -0.14 0.05
C 0.59 -0.83 0.26
C -0.55 -0.12 0.71
C -1.81 -0.75 0.98
C -2.54 -0.38 2.15
C -3.60 -1.14 2.61
C -4.06 -2.25 1.86
N -5.00 -3.14 2.38
C -5.02 -3.48 3.79
C -6.29 -3.35 1.71
C -6.34 -4.62 0.90
F -7.62 -4.97 0.55
F -5.63 -4.50 -0.28
F -5.79 -5.67 1.58
C -3.47 -2.50 0.60
C -2.37 -1.79 0.17
C 0.59 -2.23 -0.02
C 1.63 -2.83 -0.69
H 2.68 -3.75 -2.96
H 4.45 -4.02 -3.09
H 3.50 -4.85 -1.82
H 5.79 -2.70 -2.27
H 5.36 -1.31 -1.17
H 3.87 -0.24 -0.64
H 1.91 0.92 0.33
H -0.38 0.86 1.18
H -2.19 0.48 2.72
H -4.08 -0.89 3.56
H -4.11 -3.12 4.29
H -5.90 -3.05 4.28
H -5.06 -4.58 3.90
H -7.07 -3.46 2.47
H -6.48 -2.52 1.02
H -3.84 -3.34 0.03
H -1.91 -2.04 -0.78
H -0.26 -2.85 0.26
H 1.56 -3.88 -0.97
*
```

Values from the calculation:
Lowest unoccupied orbital energy = -0.170 hartree
Orbital gap = 4.946 eV
Relative energy (zero: lowest compared OMol25 entry of this formula, charge and spin) = 20.51 kJ/mol

=====

Record 3
Here is C27H37N5ORuSi2 as an isolated structure from OMol25. Energies are from the ωB97M-V functional and the def2-TZVPD basis.

```
! RIJCOSX wB97M-V def2-TZVPD def2/J DEFGRID3
* xyz 2 1
Ru -0.58 0.17 0.29
C -3.94 -0.04 3.18
C -2.78 0.66 2.54
O -1.90 -0.02 1.96
N -2.72 1.99 2.61
C -1.58 2.76 2.15
C -1.66 3.17 0.71
C -2.13 4.42 0.35
C -2.21 4.76 -0.99
C -1.81 3.83 -1.93
C -1.35 2.60 -1.50
N -1.27 2.26 -0.20
H -3.56 -0.84 3.80
H -4.56 -0.48 2.40
H -4.55 0.63 3.78
H -3.50 2.47 3.04
H -0.70 2.13 2.28
H -1.47 3.63 2.80
H -2.43 5.12 1.12
H -2.56 5.73 -1.29
H -1.84 4.04 -2.99
H -1.03 1.85 -2.21
C 2.24 2.22 0.61
Si 2.21 0.94 1.96
C 3.96 0.40 2.27
C 1.48 1.62 3.54
N 1.09 -0.38 1.39
C 1.24 -1.65 1.49
C 2.31 -2.35 2.22
C 2.35 -3.68 2.22
C 1.36 -4.50 1.52
C 0.34 -3.95 0.86
C 0.22 -2.50 0.81
N -0.68 -1.83 0.21
Si -2.15 -2.42 -0.69
C -1.62 -3.41 -2.16
C -3.22 -3.33 0.51
C -2.94 -0.84 -1.28
H 2.77 3.10 0.98
H 1.25 2.53 0.29
H 2.78 1.86 -0.27
H 4.56 1.31 2.36
H 4.38 -0.19 1.45
H 4.07 -0.16 3.19
H 2.24 1.57 4.33
H 0.62 1.05 3.89
H 1.21 2.67 3.44
H 3.04 -1.77 2.76
H 3.14 -4.18 2.76
H 1.45 -5.58 1.56
H -0.39 -4.56 0.35
H -1.14 -4.35 -1.91
H -0.93 -2.83 -2.79
H -2.50 -3.64 -2.76
H -2.84 -4.33 0.74
H -4.22 -3.46 0.08
H -3.32 -2.78 1.44
H -2.35 -0.39 -2.09
H -3.09 -0.10 -0.49
H -3.93 -1.06 -1.69
N 0.55 0.18 -1.32
C 1.23 0.13 -2.25
C 2.08 0.06 -3.40
C 3.42 -0.29 -3.23
C 4.24 -0.35 -4.35
C 3.73 -0.06 -5.60
C 2.39 0.28 -5.76
C 1.56 0.34 -4.66
H 3.81 -0.51 -2.25
H 5.28 -0.61 -4.23
H 4.37 -0.10 -6.47
H 1.99 0.50 -6.74
H 0.51 0.60 -4.77
*
```

Values from the calculation:
Lowest unoccupied orbital energy = -0.249 hartree
Orbital gap = 6.827 eV

=====

Record 4
Here is a 6-piece molecular cluster, C27H38BIN8O2P overall at a distorted geometry from OMol25. Energies are from the ωB97M-V functional and the def2-TZVPD basis.

```
! RIJCOSX wB97M-V def2-TZVPD def2/J DEFGRID3
* xyz 1 1
C -0.45 -7.68 5.94
C -0.28 -6.40 6.22
C -0.06 -4.79 6.24
C -1.15 -4.10 5.22
C -1.43 -2.58 5.75
N -0.18 -1.85 5.30
C 0.08 -2.38 3.91
N 0.64 -1.69 2.91
P 1.10 0.02 3.19
O -0.31 1.04 3.20
I 2.56 0.58 1.27
N -0.39 -3.76 3.98
B -0.69 -4.50 2.70
C -2.13 -4.64 1.96
O 0.45 -5.12 2.02
H -0.50 -8.76 5.55
H 1.02 -4.58 5.91
H -0.20 -4.47 7.34
H -2.03 -4.84 5.19
H -1.68 -2.55 6.87
H -2.29 -2.26 5.03
H 0.59 -2.11 5.95
H 0.82 -2.11 1.99
H -0.25 1.50 4.08
H -2.74 -3.66 2.08
H -2.69 -5.55 2.42
H -1.96 -4.85 0.83
H 1.27 -5.00 2.55
N -5.94 -3.93 2.99
C -6.41 -5.22 2.92
C -7.12 -5.34 1.75
C -7.07 -4.09 1.09
C -6.33 -3.24 1.88
H -5.38 -3.56 3.74
H -6.20 -5.93 3.70
H -7.62 -6.24 1.40
H -7.52 -3.84 0.14
H -6.05 -2.20 1.74
N -0.76 1.26 -0.47
C -1.98 1.67 0.00
C -2.88 1.59 -1.04
C -2.18 1.11 -2.17
C -0.87 0.91 -1.79
H 0.09 1.22 0.07
H -2.10 1.98 1.03
H -3.93 1.84 -0.98
H -2.58 0.92 -3.15
H -0.02 0.56 -2.35
N -2.65 4.49 -3.60
C -3.70 5.34 -3.84
C -3.51 5.91 -5.07
C -2.31 5.38 -5.60
C -1.80 4.51 -4.67
H -2.53 3.94 -2.76
H -4.49 5.46 -3.11
H -4.17 6.63 -5.54
H -1.86 5.62 -6.55
H -0.91 3.90 -4.68
N 5.23 1.90 -0.91
C 6.49 2.34 -1.19
C 6.39 3.41 -2.04
C 5.01 3.63 -2.28
C 4.31 2.68 -1.57
H 5.00 1.11 -0.31
H 7.36 1.86 -0.76
H 7.21 3.98 -2.45
H 4.57 4.39 -2.91
H 3.25 2.49 -1.48
N 7.02 4.22 -5.52
C 5.97 5.06 -5.76
C 6.16 5.64 -7.00
C 7.37 5.11 -7.53
C 7.88 4.24 -6.60
H 7.15 3.66 -4.69
H 5.19 5.19 -5.03
H 5.51 6.35 -7.47
H 7.81 5.35 -8.48
H 8.77 3.63 -6.60
*
```

Values from the calculation:
Lowest unoccupied orbital energy = -0.172 hartree
Orbital gap = 4.533 eV

=====

Record 5
Here is C27H38BrCl5N2O5Si3V as an isolated structure from OMol25. Energies are from the ωB97M-V functional and the def2-TZVPD basis.

```
! RIJCOSX wB97M-V def2-TZVPD def2/J DEFGRID3
* xyz -2 4
V -0.52 -0.20 -0.06
Cl -0.60 -3.32 0.64
C -1.74 -3.02 -0.66
C -1.83 -1.71 -1.13
C -2.73 -1.53 -2.17
Cl -2.90 0.06 -2.85
C -3.51 -2.57 -2.70
Cl -4.62 -2.28 -3.99
C -3.39 -3.85 -2.17
Cl -4.35 -5.15 -2.80
C -2.49 -4.09 -1.14
Cl -2.34 -5.68 -0.47
C 1.04 -2.03 -2.45
O 1.13 -1.10 -1.40
Si 2.52 -0.85 -0.43
C 4.02 -0.66 -1.57
C 2.89 -2.49 0.41
C 1.99 0.54 0.54
Si 2.44 2.20 -0.11
C 4.20 2.75 0.33
C 1.80 1.78 -2.85
C 1.36 3.61 0.49
Si 2.16 0.37 2.36
C 1.39 -1.18 3.12
C 1.47 1.84 3.32
C 3.98 0.26 2.93
H 1.87 -1.90 -3.15
H 0.10 -1.86 -2.99
H 1.05 -3.06 -2.08
H 4.12 -1.52 -2.25
H 4.90 -0.65 -0.93
H 4.01 0.26 -2.14
H 3.09 -3.25 -0.36
H 2.09 -2.86 1.05
H 3.79 -2.41 1.02
H 4.94 2.01 0.04
H 4.31 2.94 1.40
H 4.41 3.68 -0.21
H 2.22 0.81 -3.12
H 1.92 2.45 -3.71
H 0.45 0.97 -1.75
H 1.78 4.07 1.39
H 0.35 3.27 0.72
H 1.30 4.37 -0.29
H 0.81 -1.75 2.41
H 0.70 -0.88 3.91
H 2.16 -1.83 3.55
H 0.42 1.99 3.06
H 2.01 2.76 3.15
H 1.52 1.60 4.39
H 4.45 -0.64 2.53
H 4.01 0.18 4.03
H 4.58 1.11 2.63
C -2.16 3.97 -1.10
C -1.31 2.74 -1.33
N -1.41 1.69 -0.44
O -2.67 1.73 0.29
C -0.39 2.73 -2.32
C -0.14 3.88 -3.25
N 0.41 1.56 -2.58
O 2.57 2.33 -1.79
H -2.81 3.81 -0.25
H -2.79 4.19 -1.97
H -1.53 4.84 -0.90
H -2.37 1.57 1.19
H -0.87 4.67 -3.09
H -0.21 3.57 -4.30
H 0.86 4.32 -3.12
Br -6.48 -4.41 0.63
C -5.16 -3.20 1.32
C -4.85 -2.07 0.60
C -3.86 -1.22 1.09
C -3.21 -1.50 2.29
C -3.59 -2.63 3.01
C -4.55 -3.50 2.53
C -2.08 -0.62 2.81
O -2.04 -0.38 4.01
O -1.24 -0.22 1.93
H -5.34 -1.85 -0.34
H -3.58 -0.33 0.53
H -3.09 -2.82 3.96
H -4.82 -4.39 3.07
*
```

Values from the calculation:
Lowest unoccupied orbital energy (alpha / beta) = 0.143 / 0.143 hartree
⟨S²⟩ = 3.76
Orbital gap (alpha / beta) = 4.303 / 4.646 eV

=====

Record 6
Here is C27H38BrInN6O3SSi2Te as an isolated structure at a distorted geometry from OMol25. Energies are from the ωB97M-V functional and the def2-TZVPD basis.

```
! RIJCOSX wB97M-V def2-TZVPD def2/J DEFGRID3
* xyz -2 1
In -0.06 0.80 -0.24
O 0.14 1.26 4.13
C 0.11 0.68 3.04
O -0.71 0.84 2.11
C 1.17 -0.38 2.78
C 2.10 -0.72 3.75
C 3.06 -1.68 3.46
C 2.99 -2.31 2.23
C 1.99 -1.95 1.34
N 1.13 -0.99 1.60
H 2.06 -0.21 4.71
H 3.83 -1.93 4.18
H 3.71 -3.08 1.97
H 1.87 -2.46 0.40
C 3.13 2.98 -1.35
Si 1.93 2.48 0.08
C 2.99 2.39 1.67
C 0.94 4.14 0.28
C 1.73 5.28 0.40
C 1.20 6.55 0.52
C -0.17 6.70 0.51
C -0.97 5.58 0.39
C -0.46 4.29 0.27
Si -1.75 2.84 0.18
C -2.97 3.42 -1.21
C -2.70 3.07 1.84
H 4.05 3.41 -0.97
H 2.66 3.70 -2.02
H 3.40 2.11 -1.95
H 3.49 3.33 1.89
H 3.75 1.62 1.56
H 2.37 2.14 2.52
H 2.81 5.17 0.39
H 1.86 7.41 0.61
H -0.61 7.69 0.60
H -2.05 5.72 0.38
H -3.50 4.33 -0.95
H -3.71 2.64 -1.41
H -2.43 3.60 -2.14
H -3.07 4.08 1.97
H -2.03 2.84 2.66
H -3.54 2.38 1.90
C 3.23 -2.84 -4.24
N 3.30 -2.06 -3.04
C 4.46 -1.38 -2.57
C 3.88 -0.64 -1.32
O 4.57 0.00 -0.55
N 2.56 -0.90 -1.26
C 2.25 -1.75 -2.23
N 1.07 -2.33 -2.34
H 4.13 -2.66 -4.84
H 2.36 -2.57 -4.84
H 3.17 -3.92 -4.01
H 4.86 -0.66 -3.29
H 5.26 -2.07 -2.27
H 0.31 -2.06 -1.71
H 0.82 -2.81 -3.18
C -4.00 -5.93 1.01
C -2.72 -5.39 0.43
C -1.66 -6.24 0.09
C -0.53 -5.61 -0.42
N -0.44 -4.31 -0.59
C -1.51 -3.57 -0.24
S -1.47 -1.90 -0.52
N -2.65 -4.09 0.27
H -4.07 -7.01 0.89
H -4.85 -5.45 0.52
H -4.05 -5.69 2.07
H -1.72 -7.31 0.22
H 0.35 -6.18 -0.71
C -4.38 -0.80 -1.52
Te -3.90 -0.67 0.59
C -5.95 0.10 0.96
H -5.18 -0.11 -1.76
H -4.68 -1.81 -1.78
H -3.50 -0.55 -2.09
H -6.71 -0.57 0.56
H -6.09 1.08 0.51
H -6.10 0.19 2.03
Br -0.12 0.70 -2.94
*
```

Values from the calculation:
Lowest unoccupied orbital energy = 0.147 hartree
Orbital gap = 5.283 eV
Relative energy (zero: lowest compared OMol25 entry of this formula, charge and spin) = 231.30 kJ/mol